29
Properties=species:S:1:pos:R:3 method="wB97M-V/def2-TZVPD" smiles="C[SiH2]C1=CC([SiH2]C)=C([SiH2]C)C1" gap_ha=0.325 total_energy_ev=-32218.484
Si -3.4388 0.7587 0.2793
Si 1.8177 -1.8214 -0.0385
Si 2.4448 1.9851 0.1883
C 0.5656 -0.4227 0.1124
C -0.8446 -0.6622 0.2653
C -1.5515 0.4737 0.3931
C -4.1071 -0.8631 -0.4195
C 3.0509 2.0954 -1.6591
C 1.3746 -3.2249 1.1623
C 0.8035 0.9913 0.1844
C -0.5560 1.6548 0.3565
H 3.3979 1.4113 1.1387
H 2.9054 1.1770 -2.2083
H -0.7491 2.1755 -0.6207
H -4.1142 -0.9490 -1.6213
H 3.1287 -1.6071 0.4149
H 4.0088 2.4670 -1.9429
H 1.8208 -4.1791 0.9089
H 1.6486 -3.1385 2.2027
H -5.1995 -0.9755 -0.1763
H -4.2594 1.1008 1.5927
H 0.2956 -3.3502 1.1615
H 2.3710 3.3958 0.7690
H -3.6436 1.9719 -0.8135
H -0.6768 2.3218 1.2933
H -3.5164 -1.5602 0.1555
H -1.2503 -1.7064 0.4087
H 1.9132 -2.3202 -1.4568
H 2.3603 2.8004 -2.0305


65
Properties=species:S:1:pos:R:3 method="wB97M-V/def2-TZVPD" spin_multiplicity=5 e_above_lowest_kj_mol=0.00 gap_ha="0.275 / 0.209" charge=+4 total_energy_ev=-52794.718 s2=6.038
I -4.2456 -5.3772 -1.7697
Pd -0.3527 -0.7673 -0.2503
P -0.0509 1.6231 -0.6725
N 1.7966 -1.5689 -0.2961
N -2.4975 -1.6411 -0.7171
N 0.0264 -1.6549 1.7880
C 2.2584 -1.8869 0.9058
C 3.6221 -2.1868 1.1332
C 4.5173 -2.1360 0.0374
C 0.2018 0.3836 -3.1486
C -5.0797 -2.5394 -1.3948
C 0.7922 -2.5174 4.3316
C 0.7464 1.8000 2.0418
C -2.7041 -2.9309 -0.9816
C 1.2950 3.7732 0.5570
C 0.8662 1.4427 -2.2541
C 4.0176 -1.8389 -1.2105
C 1.1095 2.2509 0.6142
C -0.8605 -1.7803 2.7920
C -1.4548 2.7999 -0.8290
C -3.9822 -3.4037 -1.3287
C 4.0398 -2.5451 2.4226
C -4.8512 -1.2109 -1.1035
C -2.2808 2.8279 0.4581
C -0.5261 -2.2250 4.0666
C 2.6577 -1.5696 -1.3323
C 1.2999 -1.9635 2.0197
C -2.3195 2.5999 -2.0710
C 3.1077 -2.6554 3.4902
C -3.5634 -0.8109 -0.7767
C 1.7426 -2.3848 3.2931
C 1.1237 2.7616 -2.9892
H 0.2047 3.2464 -3.3168
H -1.7497 2.5676 -2.9954
H -1.8529 -3.5982 -0.9387
H 1.5898 4.1373 -0.4245
H 0.1833 0.8689 2.0721
H 3.4530 -2.9535 4.4748
H -5.6597 -0.4923 -1.1319
H 5.5730 -2.3378 0.1818
H 0.3974 4.3027 0.8764
H -3.0339 3.6131 0.3859
H -0.0880 -0.5267 -2.5950
H 2.2336 -1.3603 -2.3069
H -2.9376 1.7048 -2.0055
H -3.3659 0.2244 -0.5425
H 0.8879 0.0729 -3.9385
H -0.6964 0.7573 -3.6352
H 1.1033 -2.8407 5.3187
H 2.0521 1.7742 0.3223
H -3.0002 3.4473 -2.1571
H -1.2886 -2.3184 4.8279
H -0.8937 3.7373 -0.9242
H 1.6551 1.6689 2.6311
H -2.8126 1.8859 0.6182
H 1.6977 3.4661 -2.3922
H 1.7112 2.5487 -3.8845
H 1.8312 1.0461 -1.9168
H -1.6842 3.0407 1.3435
H 4.6562 -1.8196 -2.0837
H 5.0904 -2.7486 2.6038
H 0.1524 2.5591 2.5499
H 2.0899 4.0451 1.2529
H -6.0704 -2.8884 -1.6611
H -1.8807 -1.4987 2.5656


50
Properties=species:S:1:pos:R:3 method="wB97M-V/def2-TZVPD" gap_ha=0.290 total_energy_ev=-31908.364
S -3.6919 6.4911 0.4997
O -1.1394 7.1918 0.2788
O -1.4132 5.2674 1.2860
N 2.9435 -2.7221 -0.0717
N -2.9828 0.9897 0.9647
C -4.1225 0.3696 0.3194
C 3.7050 -3.9549 0.0198
C -2.7147 2.3372 0.4941
C 2.5591 -0.4561 0.8636
C -1.7754 6.2805 0.7417
C -2.2974 2.5154 -0.9714
C -1.8162 0.1425 1.1366
C -4.5817 -0.9113 0.9996
C 2.4967 -2.3543 -1.4034
C 3.4962 -1.6453 0.7270
C 5.1397 -3.9586 -0.5217
C 3.5209 -1.7252 -2.3581
C -1.1882 -0.4796 -0.1177
H 3.6898 -2.0300 1.7318
H 2.9875 0.2760 1.5489
H 1.6595 -1.6586 -1.3006
H -3.6213 2.9322 0.6649
H -0.5762 0.2383 -0.6622
H 3.1406 -4.7546 -0.4673
H 5.7156 -3.1000 -0.1762
H 4.1817 -2.4712 -2.7963
H 2.3977 0.0488 -0.0898
H -4.7950 -0.7394 2.0552
H -4.0716 5.3247 -0.0545
H -1.9349 -0.8889 -0.7999
H 2.0598 -3.2343 -1.8816
H 5.6571 -4.8568 -0.1780
H 4.1317 -0.9647 -1.8703
H -3.8395 -1.7063 0.9202
H -2.9418 1.9641 -1.6579
H -2.3595 3.5725 -1.2443
H -4.9573 1.0759 0.3510
H -1.2671 2.2089 -1.1396
H -0.5298 -1.3010 0.1730
H -3.9350 0.1567 -0.7454
H 3.7407 -4.2407 1.0759
H -4.3004 6.4855 1.7002
H -5.4950 -1.2729 0.5254
H -1.0501 0.7055 1.6747
H 4.4641 -1.2909 0.3385
H -2.0829 -0.6693 1.8183
H 1.5918 -0.7637 1.2621
H 2.9985 -1.2405 -3.1855
H -1.9591 2.7946 1.1323
H 5.1630 -3.9775 -1.6103


45
Properties=species:S:1:pos:R:3 method="wB97M-V/def2-TZVPD" smiles="COC(=O)CCCn1nc(NC(=O)COc2ccc(F)cc2)cc1C" e_above_lowest_kj_mol=1743.14 gap_ha=0.328 total_energy_ev=-33313.783
F -1.4909 4.5116 -2.8787
O -1.3410 0.8440 0.9755
O -2.6845 -0.2459 1.9666
O 2.4186 0.8072 -3.1431
O 3.2768 0.3248 0.3023
N 1.0111 -1.3194 1.3649
N 1.6142 -0.7507 -0.9628
N -0.0179 -2.1362 1.8688
C -1.6673 0.2389 2.0051
C -0.6078 3.5729 -2.8321
C 3.1855 0.4928 -2.2219
C -0.8137 -1.2362 3.8365
C 1.3518 2.6167 -1.8048
C -0.6814 2.9192 -3.9648
C 1.4525 1.6678 -2.9735
C -0.5807 -2.7242 1.0301
C -1.6866 -3.3628 1.5809
C -0.3355 -2.3604 -0.3316
C 0.2738 3.2526 -1.9977
C 0.5691 1.7448 -4.0786
C 0.9119 -1.3506 0.0144
C -0.7919 0.0836 3.1366
C -1.8290 0.9476 -0.0991
C 0.2606 -2.2173 3.1571
C 2.7208 -0.1842 -0.7826
H 3.8133 -0.1558 -2.5420
H -1.8617 -1.6063 3.8911
H -1.1988 1.2827 -0.8326
H 1.2170 -1.7876 3.5613
H -1.2544 1.0460 3.8968
H -2.1343 -0.1779 -0.4142
H -2.0235 -4.0151 0.5157
H 0.5898 1.3602 -4.8984
H 0.2966 0.4190 2.8076
H 0.2126 -2.9925 3.6947
H -0.7847 -2.6755 -1.2780
H 1.9021 2.3365 -0.9758
H 1.4906 -1.0890 -1.9357
H -2.6372 -2.7868 1.9493
H -1.5151 -4.2051 2.2077
H 3.7171 1.5034 -1.9461
H 0.0678 4.0672 -1.0406
H -2.8426 1.4382 0.0026
H -1.2040 3.0317 -4.7549
H -0.3694 -1.1296 4.9242


19
Properties=species:S:1:pos:R:3 method="wB97M-V/def2-TZVPD" e_above_lowest_kj_mol=180.41 gap_ha=0.212 charge=-1 total_energy_ev=-18714.885
S -0.1699 2.8076 -2.4257
O 0.4865 -2.8452 2.4957
N -0.0913 -1.1949 0.0477
C -1.3417 -1.2213 -0.7401
C 0.7266 1.0802 -0.6843
C 0.3441 2.5261 -0.6534
C 0.1410 0.1850 0.4674
H -0.4987 2.6166 0.0401
H 0.8870 0.2130 1.3213
H 0.5355 0.5832 -1.6363
H 0.6750 -1.6153 -0.3720
H -1.6895 -2.2368 -0.8425
H -2.0444 -0.6705 -0.0677
H 1.8595 1.1685 -0.6205
H -1.2351 -0.8107 -1.6980
H 0.8065 -2.2045 3.2623
H 0.2230 -2.0625 1.7568
H -0.8452 0.5682 0.7060
H 1.2312 3.1133 -0.3569


8
Properties=species:S:1:pos:R:3 method="wB97M-V/def2-TZVPD" spin_multiplicity=3 e_above_lowest_kj_mol=0.00 gap_ha="0.352 / 0.324" total_energy_ev=-24249.960 s2=2.007
Cl 0.9749 1.6417 -1.2562
F -0.5757 -1.3384 -1.6039
F -0.9578 -1.2592 0.4837
F 1.0684 -1.5281 -0.1424
N -0.4279 0.9082 1.4540
C -0.1204 -0.8485 -0.4525
C 0.1180 0.6248 -0.2319
H -0.0795 1.7995 1.7492


30
Properties=species:S:1:pos:R:3 method="wB97M-V/def2-TZVPD" smiles=O.O.O.O.O.O.O.O.O.O e_above_lowest_kj_mol=531.61 gap_ha=0.386 total_energy_ev=-20797.103
O 2.4311 -0.6403 -2.1247
O 0.2153 5.2574 1.9916
O -1.9708 1.6225 2.9743
O -1.2703 -2.6173 -0.3114
O -3.3802 -1.4144 0.5691
O 1.3150 -0.4361 2.2364
O 2.8717 2.4343 -3.3014
O -0.9153 -1.6002 -3.7353
O 1.8841 -2.7350 1.8677
O -0.2592 1.1723 -0.2956
H 0.2654 6.0995 1.4285
H -1.0334 1.4080 -0.7896
H -0.9131 -3.2738 0.4060
H 2.7458 -3.1528 2.2411
H 2.0130 -0.5500 -1.2612
H 3.1185 1.7602 -3.8424
H -0.9765 -1.8310 0.1245
H 1.2432 -0.2573 3.1583
H -0.2558 0.2086 -0.2642
H 3.2930 -0.1590 -1.8183
H 2.0872 2.9214 -3.6319
H 1.2488 -3.4133 1.6210
H -3.5142 -2.3046 0.2058
H -1.2743 -1.5796 -2.8976
H -1.3148 -2.4924 -3.9845
H -1.6410 0.8438 3.3579
H 0.3703 -0.5964 1.9997
H -4.3070 -1.0257 0.6169
H -0.2679 4.7226 1.3612
H -1.8087 1.6289 2.0980